ORCA calculation (ωB97M-V/def2-TZVPD) on a molecular structure, C27H48OP2Pd in a non-equilibrium geometry.

Structure (ORCA input):
```
! wB97M-V def2-TZVPD RIJCOSX def2/J DEFGRID3
* xyz 2 5
P 0.359 -2.597 -4.083
P 0.052 0.922 -4.408
C -0.166 -1.588 -5.544
C 0.507 -0.237 -5.777
H -1.259 -1.489 -5.450
H 0.048 -2.280 -6.373
H 1.606 -0.348 -5.845
H 0.115 0.192 -6.716
C -1.466 1.812 -4.896
H -1.732 2.523 -4.101
H -2.309 1.115 -5.006
H -1.275 2.358 -5.831
C 1.342 2.232 -4.562
H 1.089 2.954 -5.345
H 2.335 1.793 -4.724
H 1.421 2.767 -3.605
C -0.831 -3.940 -4.413
H -0.912 -4.690 -3.613
H -0.463 -4.424 -5.323
H -1.824 -3.520 -4.622
C 1.961 -3.218 -4.594
H 2.635 -2.358 -4.755
H 1.746 -3.744 -5.541
H 2.351 -3.937 -3.858
Pd -0.086 -3.468 -1.623
C 1.045 1.508 -0.311
C -0.302 1.432 -0.389
C -1.258 0.822 -1.356
C -1.446 -0.661 -1.148
C -0.434 -1.370 -2.012
C 0.947 -1.133 -2.427
C 1.734 0.165 -2.344
C 2.021 0.507 -0.894
C 0.293 -2.852 0.279
H 1.477 2.345 0.216
H -0.848 2.181 0.206
H -1.074 1.069 -2.412
H -2.251 1.271 -1.265
H -1.426 -0.917 -0.072
H -2.463 -0.957 -1.509
H -1.092 -2.204 -2.553
H 1.680 -1.936 -2.091
H 1.158 1.045 -2.658
H 2.642 0.164 -2.984
H 2.132 -0.467 -0.381
H 2.977 1.033 -0.832
H 0.988 -1.985 0.176
H 0.831 -3.703 0.736
H -0.698 -2.605 0.717
C 0.690 3.255 2.505
C -0.549 3.374 3.409
C -1.844 3.191 2.611
C -0.461 2.441 4.625
C -0.429 2.961 5.895
C -0.317 2.148 7.022
C -0.245 0.761 6.875
C -0.291 0.163 5.639
C -0.245 -1.347 5.519
C 0.984 -1.936 6.205
C -1.509 -2.003 6.057
C -0.422 0.981 4.430
O -0.509 0.467 3.289
H 0.734 2.243 2.065
H 1.601 3.443 3.097
H 0.646 4.001 1.693
H -0.545 4.387 3.840
H -1.913 2.148 2.271
H -2.695 3.431 3.260
H -1.863 3.867 1.744
H -0.482 4.054 6.012
H -0.284 2.604 8.010
H -0.154 0.117 7.751
H -0.182 -1.558 4.451
H 0.937 -1.790 7.289
H 1.063 -3.006 5.995
H 1.893 -1.467 5.820
H -2.384 -1.600 5.548
H -1.496 -3.078 5.860
H -1.605 -1.838 7.134
*
```

E_LUMO (spin up / spin down): -6.784 / -9.359 eV
maximum force: 3.26 eV/A
relative energy (zero: lowest compared OMol25 entry of this formula, charge and spin): 48.9 kcal/mol
orbital gap (spin up / spin down): 4.863 / 3.251 eV

Mulliken atomic charge list, values in e, 4 entries: 0.88, 1.05, -1.20, -0.87

ORCA calculation (ωB97M-V/def2-TZVPD) on 6 unconnected molecules or ions with the total composition C47H55BN6O16 in a non-equilibrium geometry.

Structure (ORCA input):
```
! wB97M-V def2-TZVPD RIJCOSX def2/J DEFGRID3
* xyz 0 1
C 1.843 3.583 0.894
C 1.836 4.897 1.124
C 1.718 5.926 0.053
O 2.677 6.509 -0.406
O 0.448 6.161 -0.370
C 0.218 5.679 -1.729
C -1.013 4.772 -1.721
C -2.083 5.189 -2.713
C -3.457 4.566 -2.465
C -3.444 3.058 -2.187
C -3.267 2.675 -0.724
C -3.554 1.169 -0.480
C -2.434 0.479 0.291
B -0.978 0.332 -0.347
O 0.052 1.062 0.247
O -0.714 -0.425 -1.439
C 0.320 0.055 -2.326
C -0.101 -0.250 -3.764
O -3.060 -0.703 0.840
C -4.239 -0.268 1.351
O -4.848 -0.815 2.249
C -4.645 1.036 0.610
C -6.074 0.841 0.159
N -6.606 2.031 -0.536
C -8.042 2.229 -0.241
H 1.719 2.904 1.720
H 1.940 3.146 -0.088
H 1.929 5.263 2.136
H 0.084 6.547 -2.363
H 1.089 5.106 -2.022
H -1.430 4.813 -0.720
H -0.665 3.756 -1.898
H -2.176 6.273 -2.639
H -1.793 4.997 -3.743
H -4.064 4.741 -3.352
H -3.963 5.067 -1.641
H -4.426 2.675 -2.468
H -2.729 2.543 -2.824
H -2.268 2.895 -0.354
H -3.952 3.294 -0.154
H -3.891 0.687 -1.389
H -2.294 1.141 1.153
H 0.202 0.700 1.125
H 0.428 1.132 -2.236
H 1.265 -0.427 -2.096
H -1.175 -0.156 -3.795
H 0.327 0.492 -4.425
H 0.221 -1.245 -4.051
H -4.569 1.783 1.399
H -6.199 -0.055 -0.443
H -6.663 0.681 1.067
H -6.128 2.819 -0.120
H -8.501 2.764 -1.066
H -8.163 2.857 0.642
H -8.526 1.274 -0.086
C -4.767 3.857 -8.280
C -4.877 2.749 -7.451
C -3.827 2.398 -6.618
C -2.681 3.171 -6.629
C -2.551 4.275 -7.451
C -3.604 4.617 -8.282
N -1.577 2.816 -5.730
O -1.711 1.835 -5.029
O -0.596 3.531 -5.725
H -5.591 4.131 -8.925
H -5.782 2.158 -7.451
H -3.907 1.537 -5.971
H -1.645 4.863 -7.445
H -3.520 5.478 -8.929
C 7.869 1.697 1.073
C 7.777 0.516 1.798
C 6.536 -0.019 2.099
C 5.403 0.642 1.661
C 5.473 1.826 0.949
C 6.719 2.355 0.657
N 4.082 0.064 1.942
O 4.036 -0.967 2.579
O 3.114 0.650 1.506
H 8.841 2.104 0.830
H 8.675 0.006 2.118
H 6.459 -0.940 2.656
H 4.576 2.329 0.622
H 6.793 3.277 0.097
C 4.575 -1.488 -3.439
C 4.490 -2.399 -2.394
C 5.558 -2.562 -1.527
C 6.697 -1.802 -1.722
C 6.803 -0.895 -2.759
C 5.731 -0.740 -3.622
N 7.819 -1.955 -0.786
O 7.701 -2.763 0.110
O 8.794 -1.251 -0.954
H 3.738 -1.360 -4.111
H 3.591 -2.982 -2.253
H 5.498 -3.269 -0.712
H 7.703 -0.314 -2.893
H 5.796 -0.033 -4.438
C 2.176 -3.523 5.330
C 3.382 -3.470 4.645
C 3.727 -4.485 3.768
C 2.850 -5.538 3.590
C 1.648 -5.612 4.269
C 1.310 -4.595 5.148
N 3.202 -6.606 2.642
O 4.270 -6.527 2.072
O 2.403 -7.505 2.482
H 1.907 -2.725 6.009
H 4.052 -2.635 4.788
H 4.663 -4.449 3.231
H 0.980 -6.446 4.118
H 0.370 -4.641 5.684
C -2.709 -9.355 7.997
C -3.857 -8.820 7.429
C -3.833 -7.548 6.881
C -2.650 -6.833 6.910
C -1.498 -7.346 7.476
C -1.532 -8.618 8.024
N -2.615 -5.492 6.310
O -3.637 -5.057 5.836
O -1.552 -4.899 6.323
H -2.730 -10.351 8.420
H -4.772 -9.395 7.411
H -4.722 -7.126 6.438
H -0.585 -6.770 7.491
H -0.640 -9.035 8.468
*
```

E_LUMO: -0.816 eV
maximum force: 2.16 eV/A
orbital gap: 8.232 eV
SMILES: C=CC(=O)OCCCCCC[C@H]1[C@H](B(O)OCC)OC(=O)[C@@H]1CNC.O=[N+]([O-])c1ccccc1.O=[N+]([O-])c1ccccc1.O=[N+]([O-])c1ccccc1.O=[N+]([O-])c1ccccc1.O=[N+]([O-])c1ccccc1

Mulliken atomic charge list, values in e, 4 entries: -0.71, -0.13, 0.34, -0.54

ORCA calculation (ωB97M-V/def2-TZVPD) on a molecular structure, C5H14N4 in a non-equilibrium geometry.

Structure (ORCA input):
```
! wB97M-V def2-TZVPD RIJCOSX def2/J DEFGRID3
* xyz 2 1
C 0.860 -0.232 -1.069
C 4.564 -1.230 -1.384
C 2.015 -0.278 -0.512
C 4.300 -0.720 -0.130
C -10.288 -0.258 1.302
N -10.149 -0.707 0.111
N 3.153 0.109 -0.206
N 4.138 2.390 0.398
N 5.024 -0.724 0.978
H 0.895 -0.234 -2.170
H -0.061 -0.476 -0.548
H 5.451 -1.781 -1.661
H 3.885 -1.136 -2.182
H -10.160 0.737 1.566
H -10.255 -1.007 2.040
H -10.003 0.074 -0.628
H -10.079 -1.650 -0.072
H 3.622 1.259 0.263
H 4.674 2.567 1.178
H 4.804 2.532 -0.410
H 3.341 3.037 0.292
H 4.610 -0.779 1.806
H 5.660 -1.495 1.037
*
```

E_LUMO: -7.370 eV
maximum force: 6.36 eV/A
relative energy (zero: lowest compared OMol25 entry of this formula, charge and spin): 51.9 kcal/mol
orbital gap: 5.963 eV

natural (NBO) atomic charge list, values in e, 4 entries: -0.51, -0.47, 0.47, 0.30

ORCA calculation (ωB97M-V/def2-TZVPD) on a molecular structure, C27H32AsN2O3S2W.

Structure (ORCA input):
```
! wB97M-V def2-TZVPD RIJCOSX def2/J DEFGRID3
* xyz 3 3
W 0.581 0.297 1.162
C 1.689 4.990 1.241
C 1.210 3.721 0.512
C 1.775 3.649 -0.901
C 1.572 2.536 1.370
C 0.812 2.267 2.546
C 1.127 1.229 3.430
C 2.199 0.357 3.155
C 2.616 -0.701 4.125
C 2.900 0.572 1.934
C 2.640 1.665 1.092
H 1.410 5.867 0.658
H 2.775 4.991 1.350
H 1.240 5.091 2.230
H 0.118 3.743 0.467
H 2.862 3.749 -0.908
H 1.380 4.475 -1.491
H 1.503 2.721 -1.409
H -0.061 2.879 2.740
H 0.519 1.075 4.313
H 2.188 -1.668 3.859
H 2.289 -0.442 5.130
H 3.700 -0.805 4.123
H 3.685 -0.123 1.663
H 3.220 1.791 0.187
N 0.533 0.053 -0.924
C 0.465 0.007 -2.076
C 0.393 -0.054 -3.479
C -0.765 0.421 -4.118
C -0.829 0.368 -5.496
C 0.240 -0.147 -6.223
C 1.386 -0.614 -5.585
C 1.475 -0.573 -4.209
H -1.587 0.818 -3.538
H -1.709 0.727 -6.010
H 0.181 -0.182 -7.302
H 2.208 -1.005 -6.168
H 2.364 -0.922 -3.700
O -1.029 1.484 0.697
C -1.943 0.669 1.128
N -1.368 -0.349 1.805
S -2.167 -1.848 1.734
O -3.652 -1.275 2.048
O -2.060 -2.242 0.342
C -4.179 -0.180 1.402
C -5.551 -0.076 1.298
C -6.074 1.044 0.673
C -5.251 2.049 0.149
C -3.889 1.943 0.258
C -3.333 0.820 0.902
H -6.185 -0.855 1.698
H -7.149 1.140 0.583
H -5.697 2.907 -0.334
H -3.235 2.713 -0.129
C 2.576 -4.804 0.251
As 0.888 -3.888 0.297
C -0.272 -4.851 1.484
C 0.201 -3.795 -1.490
S 1.591 -1.956 1.120
H 2.394 -5.829 -0.074
H 3.022 -4.810 1.243
H 3.235 -4.305 -0.457
H -0.346 -5.871 1.102
H -1.259 -4.407 1.502
H 0.163 -4.864 2.481
H 0.228 -4.809 -1.892
H 0.850 -3.160 -2.091
H -0.816 -3.414 -1.477
*
```

E_LUMO (spin up / spin down): -9.582 / -10.607 eV
maximum force: 0.90 eV/A
relative energy (zero: lowest compared OMol25 entry of this formula, charge and spin): 4.3 kcal/mol
orbital gap (spin up / spin down): 7.419 / 6.438 eV

natural (NBO) atomic charge list, values in e, 4 entries: 1.45, -0.60, -0.26, -0.62

ORCA calculation (ωB97M-V/def2-TZVPD) on 6 unconnected molecules or ions with the total composition C27H54F4N3O10.

Structure (ORCA input):
```
! wB97M-V def2-TZVPD RIJCOSX def2/J DEFGRID3
* xyz 1 1
C -1.305 0.299 -2.327
C -1.626 0.642 -3.796
C -0.363 1.118 -4.518
C -2.237 -0.549 -4.558
N -3.499 -0.193 -5.239
C -4.692 -0.175 -4.686
N -5.050 -0.955 -3.702
N -5.711 0.654 -5.213
C -5.565 2.069 -5.187
F -4.404 2.498 -5.773
F -6.578 2.579 -5.903
C -5.603 2.663 -3.773
F -6.806 2.401 -3.225
F -4.656 2.033 -3.032
H -1.808 -0.608 -1.987
H -0.234 0.179 -2.183
H -1.614 1.112 -1.669
H -2.334 1.475 -3.806
H -0.539 1.302 -5.581
H 0.422 0.363 -4.436
H 0.022 2.026 -4.055
H -2.410 -1.412 -3.916
H -1.562 -0.888 -5.345
H -3.372 0.533 -5.934
H -5.975 -0.860 -3.278
H -4.454 -1.698 -3.372
H -6.026 0.352 -6.129
H -5.417 3.736 -3.790
O 1.506 1.060 -0.861
C 1.522 1.307 0.318
O 2.534 2.042 0.800
C 2.598 2.501 2.161
C 3.164 1.452 3.092
C 0.484 0.754 1.265
H 1.621 2.864 2.484
H 3.260 3.363 2.109
H 2.521 0.573 3.151
H 3.266 1.870 4.095
H 4.144 1.122 2.753
H 0.795 -0.253 1.547
H -0.461 0.682 0.732
H 0.344 1.337 2.171
O -7.676 -1.544 -2.873
C -8.509 -0.884 -2.282
O -8.654 -1.096 -0.979
C -9.547 -0.323 -0.148
C -10.962 -0.850 -0.195
C -9.405 0.083 -3.008
H -9.486 0.732 -0.414
H -9.126 -0.430 0.849
H -11.394 -0.765 -1.192
H -11.587 -0.283 0.496
H -10.984 -1.898 0.100
H -10.242 -0.487 -3.414
H -8.849 0.507 -3.840
H -9.799 0.884 -2.390
O 5.596 -0.552 3.793
C 5.735 -0.353 4.970
O 6.796 0.366 5.377
C 6.992 0.765 6.743
C 7.651 -0.317 7.569
C 4.788 -0.939 5.992
H 6.050 1.104 7.177
H 7.641 1.636 6.669
H 7.021 -1.204 7.647
H 7.846 0.054 8.576
H 8.600 -0.617 7.130
H 5.113 -1.959 6.201
H 3.799 -0.984 5.543
H 4.736 -0.396 6.931
O 10.406 -1.680 8.472
C 10.630 -1.525 9.641
O 11.716 -0.808 9.995
C 12.009 -0.459 11.355
C 12.744 -1.563 12.084
C 9.768 -2.160 10.708
H 11.100 -0.158 11.877
H 12.638 0.426 11.269
H 12.136 -2.464 12.170
H 13.008 -1.233 13.089
H 13.659 -1.819 11.551
H 10.115 -3.183 10.852
H 8.749 -2.199 10.332
H 9.780 -1.653 11.668
O -0.941 -0.589 -8.048
C -1.964 -0.535 -8.675
O -2.701 -1.660 -8.794
C -4.012 -1.678 -9.376
C -3.974 -1.785 -10.884
C -2.424 0.737 -9.351
H -4.588 -0.809 -9.046
H -4.479 -2.561 -8.943
H -3.498 -0.916 -11.339
H -4.987 -1.864 -11.279
H -3.416 -2.672 -11.180
H -1.946 0.789 -10.329
H -2.067 1.578 -8.761
H -3.498 0.820 -9.491
*
```

E_LUMO: -2.560 eV
maximum force: 0.84 eV/A
orbital gap: 8.705 eV

Mulliken atomic charge list, values in e, 4 entries: -1.42, 1.62, -1.83, -1.64

ORCA calculation (ωB97M-V/def2-TZVPD) on a molecular structure, C23H37GdI2N2O6S in a non-equilibrium geometry.

Structure (ORCA input):
```
! wB97M-V def2-TZVPD RIJCOSX def2/J DEFGRID3
* xyz 2 8
Gd 0.496 -1.334 0.019
C -1.129 -4.294 -0.392
C -1.524 -3.904 1.022
O -0.534 -2.937 1.500
C 0.341 -3.396 2.561
C 1.761 -3.612 2.056
O 2.121 -2.437 1.349
C 3.500 -2.443 0.848
C 3.574 -2.483 -0.647
O 2.599 -1.466 -1.180
C 2.660 -1.092 -2.618
C 1.428 -0.396 -3.057
O 0.335 -1.026 -2.289
C -0.523 -1.928 -3.104
C -0.386 -3.304 -2.504
O -0.399 -3.232 -0.985
H -2.056 -4.461 -0.998
H -0.509 -5.197 -0.408
H -1.681 -4.743 1.698
H -2.462 -3.431 1.019
H -0.074 -4.272 3.025
H 0.243 -2.646 3.334
H 1.847 -4.521 1.369
H 2.431 -3.856 2.868
H 4.011 -3.399 1.261
H 4.070 -1.598 1.218
H 3.262 -3.476 -1.119
H 4.562 -2.214 -1.068
H 2.852 -1.995 -3.216
H 3.516 -0.404 -2.746
H 1.311 -0.584 -4.138
H 1.426 0.665 -2.831
H -0.183 -1.994 -4.157
H -1.512 -1.419 -3.080
H 0.535 -3.789 -2.734
H -1.225 -3.965 -2.666
I 4.833 1.927 -1.646
C 3.612 3.738 -2.009
I 2.592 3.598 -3.974
H 4.353 4.511 -2.090
H 2.835 3.839 -1.258
C 2.606 2.985 2.263
C 1.499 3.875 1.652
N 0.191 3.176 1.745
C -0.832 4.079 2.396
C -1.352 5.031 1.316
C -0.193 2.080 1.059
S 1.078 1.388 0.113
N -1.454 1.775 1.101
C -2.074 0.777 0.386
O -1.603 -0.322 -0.089
C -3.503 1.017 0.232
C -4.163 2.074 0.829
C -5.566 2.221 0.741
C -6.233 1.394 -0.163
C -5.612 0.324 -0.739
C -4.271 0.061 -0.420
H 3.470 3.709 2.476
H 2.991 2.194 1.619
H 2.288 2.547 3.227
H 1.726 4.147 0.626
H 1.362 4.792 2.234
H -0.317 4.556 3.207
H -1.583 3.306 2.733
H -0.884 6.055 1.218
H -2.405 5.171 1.525
H -1.282 4.512 0.333
H -3.498 2.701 1.541
H -6.088 2.849 1.417
H -7.259 1.676 -0.492
H -6.136 -0.404 -1.332
H -3.813 -0.773 -0.984
*
```

E_LUMO (spin up / spin down): -4.806 / -7.928 eV
maximum force: 3.04 eV/A
relative energy (zero: lowest compared OMol25 entry of this formula, charge and spin): 0.0 kcal/mol
orbital gap (spin up / spin down): 8.632 / 5.496 eV

Mulliken atomic charge list, values in e, 4 entries: 1.17, -0.50, -0.85, -0.25